# C3AlLi2O3

A structure of composition C3AlLi2O3 at a distorted geometry (ωB97M-V with the def2-TZVPD basis set, the Open Molecules 2025 dataset).

Geometry as XYZ:
```
9
Properties=species:S:1:pos:R:3:forces:R:3
O -0.4710 -0.0078 2.3794 1.298 0.290 -2.072
C -0.1078 -0.7880 1.5201 -2.347 -1.921 3.906
O -0.0961 -1.9930 1.3669 0.524 2.455 -1.801
Li -1.4794 -2.6870 0.1837 -0.056 -0.853 0.271
Li -0.8627 1.7618 1.4258 -0.263 0.136 0.989
C 0.1494 0.3393 -0.0254 -0.338 -1.021 1.374
C 0.5643 0.6290 -1.1495 0.579 0.563 -2.848
O 0.7921 0.9482 -2.3534 -4.458 -5.461 7.788
Al 1.5111 1.7975 -3.3477 5.060 5.813 -7.607
```
Forces are in eV/Å.

Calculated values
Max |F|: 10.83 eV/A
Lowest unoccupied orbital energy (alpha / beta): -15.78 / -17.03 eV
Charge: +3
Kohn-Sham gap (alpha / beta): 7.727 / 6.172 eV
E_tot: -596.23764 Ha

# H52O26

A cluster of 26 separate species, H52O26 in total at a distorted geometry (ωB97M-V with the def2-TZVPD basis set, the Open Molecules 2025 dataset).

Geometry as XYZ:
```
78
Properties=species:S:1:pos:R:3:forces:R:3
O 8.5391 10.4418 11.5835 -0.418 0.554 -0.069
H 9.4535 10.4361 11.8663 0.623 -0.091 0.320
H 8.5163 9.8487 10.8326 0.095 -0.264 -0.352
O 10.5408 6.4676 11.4376 -0.559 0.060 0.094
H 11.1943 6.5591 10.7442 0.735 0.358 -0.254
H 10.2373 5.5628 11.3634 -0.156 -0.288 0.081
O 11.5050 10.2937 15.3041 -0.010 -0.354 -0.174
H 11.4017 11.2374 15.1819 -0.210 0.437 -0.104
H 12.0899 10.0227 14.5966 0.653 0.039 -0.062
O 12.8093 11.6704 9.4360 0.361 0.034 0.178
H 13.0962 12.5047 9.0645 0.252 0.266 -0.108
H 11.9214 11.5504 9.0991 -1.048 -0.131 -0.118
O 11.4736 9.7122 11.8380 -0.764 0.636 -0.441
H 11.8307 9.4366 10.9937 0.059 -0.199 -0.282
H 12.0866 9.3612 12.4839 0.428 -0.437 0.390
O 8.7197 8.8015 9.2782 -0.201 -0.158 -0.095
H 7.9786 8.5807 8.7140 -0.324 0.011 -0.226
H 8.9546 7.9751 9.7002 0.367 -0.416 0.403
O 11.8981 7.4825 6.4255 -0.154 -0.239 -0.093
H 10.9685 7.2875 6.3075 -0.181 -0.200 -0.091
H 11.9306 8.4313 6.5480 0.412 0.518 0.196
O 11.0589 14.4187 11.4795 0.182 -0.123 0.168
H 10.7003 13.8936 10.7640 -0.088 -0.204 -0.209
H 10.4547 15.1566 11.5619 -0.155 0.280 0.019
O 6.3398 12.2302 10.5894 -0.229 0.284 -0.209
H 7.0835 11.7140 10.9002 0.467 -0.221 0.424
H 6.1690 11.8984 9.7079 -0.157 -0.002 -0.200
O 13.4731 9.3301 8.1277 0.062 0.371 -0.999
H 13.2142 8.6285 8.7252 -0.043 -0.669 0.506
H 13.2086 10.1348 8.5734 0.057 0.528 0.338
O 6.3273 9.4519 12.8730 -0.545 -0.387 0.260
H 5.7758 9.1116 12.1686 -0.267 -0.035 -0.045
H 7.0720 9.8511 12.4233 0.563 0.266 0.069
O 13.2493 8.3840 13.4592 -0.428 0.193 0.013
H 13.9702 8.2374 12.8467 0.393 -0.352 -0.449
H 13.0637 7.5183 13.8230 -0.213 -0.451 0.467
O 17.2499 10.6472 13.6327 0.939 0.156 -0.427
H 16.5409 10.4555 14.2465 -0.764 0.087 0.287
H 17.3274 9.8552 13.1006 0.120 -0.110 -0.032
O 10.1027 10.9868 8.5905 0.622 0.694 -0.253
H 9.3919 11.5682 8.3204 -0.075 0.288 -0.053
H 9.6707 10.1565 8.7911 -0.095 -0.566 0.214
O 14.6447 10.5032 14.3340 0.317 -0.030 0.857
H 14.3707 9.6141 14.1089 -0.227 -0.183 0.390
H 14.4435 11.0210 13.5545 -0.091 0.456 -0.542
O 12.9901 7.3682 9.8491 -1.374 0.261 0.395
H 13.7540 7.3500 10.4256 0.542 0.052 0.451
H 13.1476 6.6644 9.2197 0.253 -0.733 -0.745
O 13.8222 11.8389 12.1021 0.196 0.034 0.237
H 14.1299 12.7097 11.8506 0.116 0.239 0.082
H 13.3762 11.5077 11.3226 -0.393 -0.081 -0.362
O 12.8069 9.3169 17.7713 0.377 -0.066 0.297
H 12.2677 9.5823 17.0263 -0.255 0.277 -0.325
H 12.6043 8.3898 17.8960 -0.071 -0.189 0.115
O 9.4274 9.4412 16.7845 -0.392 -0.311 0.556
H 10.0237 9.5666 16.0462 0.158 0.097 -0.235
H 8.8924 10.2348 16.7983 -0.170 0.116 0.002
O 15.0892 7.4118 11.4940 0.072 0.108 0.257
H 15.5746 6.5950 11.6098 0.115 -0.376 0.119
H 15.7634 8.0692 11.3220 0.257 0.387 -0.200
O 14.5015 5.9581 15.5312 0.797 0.185 -0.183
H 13.5542 5.9759 15.6674 -0.697 0.025 0.171
H 14.6236 5.3935 14.7679 0.076 -0.227 -0.061
O 10.0186 7.8698 14.1123 0.006 -0.354 0.471
H 10.5800 8.6350 13.9876 -0.043 0.367 0.008
H 9.9305 7.4916 13.2374 0.053 -0.122 -0.462
O 14.6021 10.7613 5.9654 0.010 0.368 -0.452
H 15.3610 11.2391 6.3000 0.216 0.079 -0.008
H 14.1216 10.4949 6.7492 -0.072 -0.524 0.250
O 9.6803 12.7010 13.9730 -0.037 -0.329 0.348
H 9.6823 12.7705 13.0184 0.096 0.070 -0.272
H 9.9935 13.5532 14.2763 0.099 0.245 0.024
O 11.7479 5.9204 15.4420 0.481 -0.344 0.095
H 11.4570 5.1611 14.9370 -0.110 -0.218 -0.043
H 11.0587 6.5722 15.3137 -0.602 0.696 -0.212
O 13.7664 5.8902 7.7240 0.416 -0.441 0.560
H 13.2684 6.5287 7.2136 -0.445 0.535 -0.612
H 13.5925 5.0522 7.2955 0.024 -0.232 -0.053
```
Forces are in eV/Å.

Calculated values
ΔE to the lowest compared entry with this formula, charge and spin: 262.9 kJ/mol
Max |F|: 1.45 eV/A
Lowest unoccupied orbital energy: -0.99 eV
Charge: 0
Kohn-Sham gap: 8.831 eV
E_tot: -1987.46191 Ha

# C4H8O2

A cluster of 2 separate species, C4H8O2 in total (ωB97M-V with the def2-TZVPD basis set, the Open Molecules 2025 dataset).

Geometry as XYZ:
```
14
Properties=species:S:1:pos:R:3:forces:R:3
C 1.7610 -1.0110 0.4591 0.092 -0.091 0.024
C 0.7728 0.0788 0.1465 0.189 0.161 0.010
O 0.9941 1.2136 0.4920 -0.085 -0.446 -0.170
C -0.4040 -0.3186 -0.7224 0.219 -0.097 -0.062
C -1.7996 -0.3093 -0.2514 -0.160 -0.143 0.176
O -1.3060 0.6858 -1.1226 0.023 0.095 -0.128
H 2.3271 -1.1829 -0.4632 0.014 -0.154 0.117
H 2.4430 -0.6371 1.2251 -0.092 -0.151 -0.106
H 1.3006 -1.9535 0.7683 0.010 0.107 -0.092
H -0.1419 -1.0353 -1.5041 -0.036 0.039 0.121
H -2.0306 0.0139 0.7636 0.130 0.042 -0.154
H -2.5133 -1.0042 -0.6980 0.185 0.098 0.110
H -0.8968 2.7609 0.7666 -0.223 0.348 0.006
H -0.5063 2.6989 0.1403 -0.265 0.193 0.147
```
Forces are in eV/Å.

Calculated values
ΔE to the lowest compared entry with this formula, charge and spin: 311.3 kJ/mol
Max |F|: 0.49 eV/A
Lowest unoccupied orbital energy: 0.82 eV
SMILES string: CC(=O)[C@H]1CO1.[H][H]
Charge: 0
Kohn-Sham gap: 10.556 eV
E_tot: -307.59386 Ha

# H5N2P

An isolated molecule of H5N2P at a distorted geometry (ωB97M-V with the def2-TZVPD basis set, the Open Molecules 2025 dataset).

Geometry as XYZ:
```
8
Properties=species:S:1:pos:R:3:forces:R:3
N 1.5017 0.1717 -0.2149 1.552 -1.547 -2.688
N 0.3980 -0.4502 0.2965 -3.294 1.190 0.401
P -1.5352 0.3534 -0.1102 2.145 -0.816 0.975
H 1.4906 1.1151 -0.0501 -0.127 2.666 1.459
H 1.7477 0.1910 -1.2469 -1.068 -0.923 1.050
H 0.3139 -1.3994 0.0019 0.302 -0.580 -0.389
H -1.5992 0.8995 1.2696 -0.198 -0.838 -1.131
H -2.3174 -0.8810 0.0540 0.689 0.848 0.322
```
Forces are in eV/Å.

Calculated values
ΔE to the lowest compared entry with this formula, charge and spin: 263.6 kJ/mol
Max |F|: 3.53 eV/A
Lowest unoccupied orbital energy: 0.63 eV
SMILES string: NNP
Charge: 0
Kohn-Sham gap: 8.566 eV
E_tot: -453.74783 Ha

# C16H52F3N19O12P

A cluster of 10 separate species, C16H52F3N19O12P in total (ωB97M-V with the def2-TZVPD basis set, the Open Molecules 2025 dataset).

Geometry as XYZ:
```
103
Properties=species:S:1:pos:R:3:forces:R:3
C 2.5842 -0.9673 -0.2611 -0.118 0.016 -0.123
N 1.9092 -1.3100 -1.5190 -0.105 -0.181 -0.015
C 0.5245 -1.6891 -1.3872 0.315 0.191 0.049
P -0.5422 -0.1991 -1.6214 0.078 -0.194 0.305
C -1.6447 -0.0713 -0.1663 0.072 -0.386 -0.453
O -2.5482 -1.1628 -0.2189 -0.308 0.270 0.114
O -3.8459 -0.5608 -0.4621 0.257 -0.279 0.021
C 0.4579 1.2377 -1.9030 -0.233 0.281 -0.272
C -0.2788 2.5744 -1.6856 0.226 0.194 0.331
C -0.1905 2.9455 -0.2052 -0.027 0.099 -0.248
O -1.5781 2.6416 -2.2598 0.177 -0.301 -0.351
C -1.6517 -0.5522 -3.1083 0.211 0.196 0.046
F -0.9914 -0.2203 -4.2271 -0.071 -0.067 0.003
F -2.8109 0.0922 -3.0901 0.101 -0.073 0.011
F -1.9047 -1.8722 -3.1579 -0.190 0.121 -0.104
H 3.3216 -0.1911 -0.4350 0.071 0.007 -0.027
H 1.8645 -0.5513 0.4426 -0.052 0.076 0.057
H 3.0451 -1.8362 0.2050 0.034 -0.113 0.089
H 2.3970 -2.0529 -1.9974 0.074 0.009 -0.079
H 0.2768 -2.4490 -2.1187 -0.025 -0.030 -0.047
H 0.2634 -2.0903 -0.4038 -0.110 -0.119 0.079
H -2.1718 0.8746 -0.1211 -0.033 0.088 0.178
H -1.0412 -0.1773 0.7341 0.059 0.212 0.099
H -4.3069 -1.3200 -0.8477 -0.093 0.024 -0.036
H 0.8820 1.1409 -2.9017 0.018 -0.087 -0.103
H 1.2912 1.1866 -1.1993 0.188 -0.015 -0.019
H 0.2970 3.2960 -2.2579 -0.041 0.146 -0.076
H -1.0235 3.5432 0.1479 -0.168 0.009 -0.065
H -0.0623 2.0743 0.4340 -0.168 -0.042 0.205
H 0.7142 3.5262 -0.0796 0.108 0.027 0.230
H -2.2000 2.0558 -1.8202 -0.110 0.170 0.220
C 3.8774 2.8537 0.1900 0.037 0.221 -0.042
O 2.8739 2.3018 -0.2687 0.033 -0.153 -0.042
N 5.0279 2.1944 0.4546 -0.248 0.068 0.063
N 3.8849 4.1898 0.4580 0.021 -0.096 0.029
H 5.8686 2.6222 0.8030 0.058 -0.110 -0.061
H 5.0710 1.2159 0.2475 0.083 0.000 -0.044
H 3.0481 4.7107 0.2797 -0.022 0.007 -0.007
H 4.6877 4.6670 0.8213 0.019 -0.002 -0.010
C 0.4735 -1.2018 -8.2617 -0.022 0.019 0.070
O 1.1566 -1.1314 -9.2608 0.012 -0.006 -0.022
N -0.7732 -1.7727 -8.2572 0.065 0.019 0.025
N 0.8974 -0.7107 -7.0487 -0.056 -0.030 -0.062
H -1.3514 -1.8377 -7.4427 -0.003 0.014 0.013
H -1.1092 -2.1385 -9.1279 0.000 0.000 -0.023
H 1.8063 -0.2890 -7.0254 0.026 -0.006 -0.013
H 0.3512 -0.7602 -6.2119 -0.018 -0.010 0.007
C -2.3124 -0.5400 3.3857 -0.042 -0.279 0.224
O -1.7876 0.2866 2.6379 -0.073 0.036 -0.016
N -2.8438 -1.7040 2.9509 -0.141 0.405 -0.052
N -2.3926 -0.3150 4.7320 -0.288 0.082 0.010
H -3.1993 -2.4246 3.5551 0.270 -0.207 -0.015
H -2.8015 -1.8985 1.9665 0.051 -0.032 -0.023
H -1.9916 0.5324 5.0911 0.136 -0.038 0.009
H -2.7852 -0.9828 5.3701 0.114 -0.063 0.029
C 8.5841 1.0067 1.6304 0.065 0.030 0.007
O 7.7071 1.6024 1.0182 -0.016 -0.022 0.069
N 9.9030 1.1664 1.3339 -0.037 -0.033 0.035
N 8.3000 0.1431 2.6489 0.050 0.019 -0.069
H 10.6403 0.6912 1.8181 0.003 -0.008 0.009
H 10.1339 1.7943 0.5871 -0.005 0.011 -0.019
H 7.3369 0.0188 2.8942 -0.026 0.015 0.013
H 9.0028 -0.3525 3.1634 0.014 0.007 0.004
C -1.4131 4.0750 3.5959 0.003 0.027 0.148
O -0.5483 4.0407 2.7372 0.006 -0.008 -0.018
N -2.2546 3.0198 3.8270 0.058 0.026 0.057
N -1.5989 5.1667 4.4002 -0.008 -0.045 -0.069
H -2.9845 3.0436 4.5127 -0.021 0.105 0.008
H -2.0669 2.1607 3.3339 -0.004 -0.124 -0.190
H -0.9964 5.9537 4.2516 -0.006 0.027 -0.027
H -2.3049 5.2196 5.1085 -0.009 -0.007 0.006
C -2.7456 -5.5355 4.0904 0.004 -0.098 0.009
O -2.5928 -4.5395 3.3904 -0.162 0.060 0.088
N -1.6869 -6.2612 4.5449 -0.058 0.020 -0.004
N -3.9785 -5.9859 4.4603 0.104 0.043 -0.002
H -1.7824 -7.0806 5.1139 -0.010 -0.011 -0.002
H -0.7699 -5.9523 4.2835 0.015 0.012 -0.011
H -4.7782 -5.4806 4.1303 -0.023 0.002 -0.018
H -4.1204 -6.7968 5.0321 0.006 -0.009 0.006
C 2.3303 5.0710 -4.9327 -0.060 -0.032 -0.018
O 3.5307 5.2128 -4.8214 0.020 0.007 0.023
N 1.4619 6.1258 -5.0111 0.028 -0.066 0.063
N 1.7451 3.8262 -4.9829 -0.088 0.049 0.150
H 0.4709 6.0233 -5.1146 -0.006 -0.012 -0.032
H 1.8592 7.0457 -4.9855 0.015 0.016 -0.018
H 2.3607 3.0369 -4.9411 0.048 0.005 -0.050
H 0.7580 3.6829 -5.0809 -0.004 0.013 -0.087
C -6.9015 -0.4330 5.7196 0.057 -0.006 -0.045
O -8.0084 -0.9190 5.8213 -0.023 -0.013 0.018
N -5.9665 -0.9258 4.8399 0.115 -0.006 0.146
N -6.4905 0.6372 6.4698 -0.009 -0.054 -0.035
H -5.0551 -0.5261 4.7152 -0.041 0.086 -0.089
H -6.2483 -1.7001 4.2701 -0.040 0.028 -0.056
H -7.1499 1.0172 7.1225 -0.018 0.003 0.008
H -5.5800 1.0472 6.3980 0.009 -0.006 -0.015
C -0.1468 -5.4608 -2.3825 -0.090 0.113 0.010
O 0.9445 -4.9729 -2.1288 0.121 0.039 0.027
N -1.1864 -4.6546 -2.7679 -0.035 -0.341 0.085
N -0.4060 -6.7927 -2.2920 0.023 0.113 0.033
H -2.1167 -4.9629 -2.9768 0.027 -0.103 -0.032
H -0.9580 -3.6908 -2.8705 -0.155 0.042 -0.141
H 0.3504 -7.3898 -2.0147 0.020 -0.013 -0.002
H -1.2964 -7.1991 -2.5059 -0.010 0.012 -0.038
```
Forces are in eV/Å.

Calculated values
Max |F|: 0.60 eV/A
Lowest unoccupied orbital energy: -1.92 eV
Charge: +1
Kohn-Sham gap: 9.528 eV
E_tot: -3225.09440 Ha